A 2-piece molecular cluster, C5H9NO overall at a distorted geometry. Source: the Open Molecules 2025 dataset; level of theory: ωB97M-V/def2-TZVPD.

The geometry in XYZ format:
```
16
Properties=species:S:1:pos:R:3:forces:R:3:lowdin_charge:R:1
C -1.223164 -0.141469 1.249384 0.05 0.02 0.03 -0.060
C -0.999679 0.009947 -0.234682 -0.09 -0.22 0.08 -0.365
N -0.848656 1.368763 -0.755515 -0.15 0.17 -0.18 0.048
C 0.284529 0.448127 -0.841449 0.22 -0.12 -0.07 -0.379
C 1.518627 0.795093 -0.045485 -0.01 0.01 0.05 -0.061
C 0.931775 -2.643994 -0.760948 0.18 -0.23 1.35 0.024
O 1.077167 -2.777056 0.357930 -0.18 0.14 -1.35 0.027
H -0.669421 0.617744 1.807593 -0.07 -0.11 -0.08 0.072
H -2.285226 -0.021162 1.489802 0.15 -0.02 -0.05 0.076
H -0.903706 -1.131980 1.593729 -0.06 0.14 -0.04 0.065
H -1.583739 -0.682750 -0.844776 0.10 0.13 0.08 0.130
H -1.307711 1.469607 -1.656084 0.05 0.00 0.12 0.091
H 0.494475 0.022486 -1.824876 -0.05 0.10 0.15 0.122
H 1.253318 1.290881 0.891455 0.03 -0.07 -0.13 0.072
H 2.158302 1.478052 -0.615048 -0.09 -0.09 0.08 0.076
H 2.103103 -0.102284 0.188968 -0.07 0.15 -0.04 0.061
```
Positions in Å, forces in eV/Å.

Summary:
HOMO	-9.5186	eV
ΔE to the lowest compared entry with this formula, charge and spin	185.4	kJ/mol
largest force on an atom	1.38	eV/Å
charge	0

***

A 13-piece molecular cluster, C42H87BrO14P overall. Source: the Open Molecules 2025 dataset; level of theory: ωB97M-V/def2-TZVPD.

The geometry in XYZ format:
```
145
Properties=species:S:1:pos:R:3:forces:R:3:lowdin_charge:R:1
C -2.527694 0.261175 3.078730 -0.17 0.00 0.04 -0.100
C -2.032278 -0.683284 4.177366 -0.10 -0.01 0.08 -0.218
C -0.503399 -0.845347 4.316446 0.22 -0.16 -0.29 -0.205
C 0.324585 -0.343531 3.125479 0.19 -0.22 0.17 -0.251
C 1.818445 -0.262901 3.493889 -0.13 0.01 -0.33 -0.322
P 2.118292 1.026469 4.693432 -0.05 0.06 -0.22 0.630
Br 2.377557 0.277664 6.661977 0.11 -0.20 0.50 0.551
C 0.830496 2.329184 4.748503 -0.15 0.10 0.00 -0.332
O 1.158847 3.366362 3.855765 -0.21 -0.14 -0.13 -0.158
O 0.421784 3.109782 2.644587 0.34 -0.05 0.02 -0.022
H -2.495179 -0.206332 2.091635 0.17 0.09 0.04 0.087
H -1.973956 1.206238 3.039065 -0.06 -0.06 0.02 0.046
H -3.571986 0.510739 3.272242 0.06 -0.05 -0.05 0.064
H -2.479351 -1.666694 4.020573 -0.05 0.11 -0.06 0.096
H -2.437944 -0.327572 5.129853 0.09 -0.10 -0.02 0.107
H -0.165343 -0.383282 5.258720 -0.04 0.13 -0.15 0.068
H -0.218600 -1.898462 4.405670 -0.22 0.13 0.24 0.095
H 0.282935 -1.059663 2.301274 -0.23 0.14 -0.02 0.112
H -0.026258 0.620491 2.751641 0.13 -0.14 -0.06 0.062
H 2.441051 -0.023872 2.621010 -0.04 -0.06 0.07 0.097
H 2.157330 -1.212154 3.923761 0.00 0.02 -0.10 0.079
H 3.303541 1.703054 4.407639 0.05 0.07 0.00 0.028
H 0.778879 2.735238 5.761604 0.10 0.03 -0.07 0.111
H -0.124962 1.861626 4.496614 0.00 0.15 0.08 0.098
H 1.130460 3.104874 1.978783 -0.11 0.05 0.04 0.114
C 0.929603 -5.531027 2.692132 -0.06 0.13 0.00 -0.020
C 1.544052 -4.537559 3.630406 -0.07 0.04 -0.01 -0.468
O 1.314232 -3.344506 3.545383 0.17 -0.05 0.04 0.038
C 2.458124 -5.078507 4.698522 0.03 0.02 -0.01 -0.015
H 0.282445 -5.030080 1.977934 0.00 -0.02 0.00 0.084
H 1.697028 -6.078927 2.144549 0.00 -0.01 0.01 0.085
H 0.356811 -6.271787 3.253974 0.02 -0.02 -0.01 0.093
H 3.287809 -5.617517 4.237972 0.00 -0.01 0.00 0.090
H 1.918785 -5.797276 5.317691 0.00 -0.01 0.00 0.090
H 2.839795 -4.271670 5.319831 0.00 0.00 0.00 0.076
C -0.633981 -7.923780 -1.836379 -0.01 -0.05 0.12 -0.020
C 0.230293 -6.958083 -1.074664 -0.04 0.06 -0.08 -0.491
O 0.505132 -7.115647 0.094324 0.04 -0.04 0.03 0.050
C 0.744543 -5.772235 -1.852714 0.04 0.01 0.04 -0.017
H -0.941516 -8.738198 -1.184319 -0.01 0.00 -0.01 0.085
H -1.516029 -7.411963 -2.226010 0.02 0.02 -0.03 0.089
H -0.066821 -8.319154 -2.679721 -0.06 0.01 -0.02 0.057
H -0.094618 -5.197324 -2.247726 -0.01 0.00 -0.03 0.086
H 1.331171 -6.120548 -2.705313 -0.01 0.01 0.00 0.087
H 1.352418 -5.136339 -1.213078 0.00 -0.01 -0.01 0.077
C 1.219716 -11.835977 -4.430164 -0.02 0.05 -0.02 -0.020
C 1.817195 -10.848091 -3.460323 0.01 -0.05 0.00 -0.493
O 1.550499 -9.668604 -3.507254 0.05 -0.01 -0.02 0.051
C 2.763293 -11.405212 -2.426299 0.00 0.05 0.01 -0.021
H 0.557999 -11.323765 -5.123625 0.00 -0.01 0.00 0.083
H 2.012601 -12.343947 -4.982082 0.01 -0.01 0.01 0.087
H 0.665328 -12.603705 -3.887357 0.01 -0.01 0.01 0.087
H 3.603784 -11.899940 -2.916376 0.00 -0.01 -0.01 0.086
H 2.254555 -12.159795 -1.823662 0.00 -0.01 -0.01 0.087
H 3.126603 -10.605708 -1.785854 0.00 -0.01 0.00 0.081
C 0.529192 1.112833 -0.488140 -0.11 -0.09 0.08 -0.012
C 0.606514 -0.350574 -0.871375 -0.12 0.13 0.03 -0.488
O 0.070012 -1.202327 -0.195941 0.13 0.00 0.00 0.056
C 1.344165 -0.639477 -2.143912 -0.14 -0.21 0.06 -0.011
H -0.052444 1.217754 0.429297 0.04 0.04 -0.04 0.062
H 1.541105 1.501278 -0.366038 0.09 0.06 0.01 0.074
H 0.059460 1.677845 -1.295855 0.04 0.00 -0.01 0.085
H 2.370296 -0.281211 -2.063497 0.04 0.05 -0.01 0.081
H 0.860203 -0.088517 -2.951416 0.12 0.00 -0.04 0.060
H 1.335074 -1.706929 -2.347776 0.02 -0.03 0.00 0.081
C -0.928909 3.098070 -5.537202 -0.01 -0.02 0.07 -0.013
C 0.367638 2.419426 -5.178366 -0.08 0.11 -0.09 -0.483
O 0.501011 1.796717 -4.146021 0.01 0.05 0.03 0.043
C 1.481235 2.572821 -6.176241 0.16 -0.20 0.12 -0.017
H -1.667496 2.939372 -4.755418 0.00 0.01 -0.01 0.081
H -0.752518 4.164802 -5.688590 0.01 0.00 -0.02 0.084
H -1.301214 2.707932 -6.486019 0.00 0.00 -0.01 0.091
H 1.704447 3.628510 -6.326775 -0.06 0.01 -0.06 0.059
H 1.161341 2.173355 -7.140318 0.01 0.06 -0.04 0.096
H 2.369457 2.044500 -5.834085 -0.03 -0.02 0.01 0.076
C 2.468290 7.058549 -6.333905 -0.03 -0.03 0.01 -0.018
C 2.042411 6.370181 -7.606263 0.12 0.00 -0.02 -0.495
O 1.235278 5.467063 -7.603924 -0.04 0.05 0.03 0.044
C 2.691680 6.850616 -8.877560 -0.04 -0.03 -0.02 -0.017
H 1.943190 6.630892 -5.483056 0.00 0.01 0.00 0.079
H 3.545974 6.947130 -6.200092 0.01 -0.01 -0.01 0.086
H 2.257494 8.127579 -6.397734 0.01 0.01 -0.01 0.086
H 3.774460 6.733212 -8.802787 0.00 -0.01 0.02 0.087
H 2.489295 7.913157 -9.024195 0.01 0.01 0.01 0.087
H 2.315307 6.283446 -9.724847 0.00 0.01 0.00 0.083
C 6.250514 -0.712785 1.066509 0.00 -0.03 -0.07 -0.016
C 5.190048 0.306334 0.745131 0.03 0.06 0.03 -0.507
O 4.250245 0.053388 0.028807 -0.14 -0.02 0.02 0.064
C 5.336622 1.671385 1.379288 -0.05 -0.04 0.02 -0.023
H 6.029922 -1.649715 0.561905 0.01 0.01 0.01 0.087
H 7.229718 -0.345562 0.754168 0.00 0.01 0.00 0.091
H 6.302304 -0.876438 2.144931 0.00 0.01 0.01 0.085
H 6.288535 2.130137 1.110156 0.03 -0.03 0.00 0.090
H 5.332109 1.565198 2.467432 0.04 0.05 0.02 0.071
H 4.520208 2.314223 1.056375 0.02 0.01 0.02 0.076
C -2.289178 4.641708 3.085164 -0.14 0.01 -0.05 -0.034
C -3.482582 5.486345 2.689976 0.08 -0.02 0.07 -0.500
O -4.248194 5.123543 1.829876 -0.01 0.01 -0.01 0.077
C -3.655059 6.790487 3.427209 -0.14 0.00 -0.13 -0.022
H -2.276136 3.732076 2.489116 0.03 0.02 0.02 0.067
H -1.363192 5.199868 2.934980 -0.02 -0.01 0.02 0.080
H -2.356151 4.390808 4.146606 0.03 0.01 0.01 0.087
H -2.781933 7.426976 3.272987 0.03 -0.01 0.07 0.082
H -3.754451 6.611845 4.498833 0.06 0.03 0.02 0.091
H -4.544179 7.302505 3.067734 0.01 0.01 0.01 0.081
C 5.114253 2.294971 -8.135865 -0.11 0.17 -0.03 -0.023
C 5.789736 3.179785 -7.116227 0.03 -0.10 0.00 -0.506
O 5.531096 4.357301 -7.024409 -0.04 0.03 0.01 0.059
C 6.795886 2.513599 -6.208565 0.00 0.08 0.01 -0.024
H 4.416925 2.891893 -8.719160 -0.02 -0.04 -0.01 0.081
H 5.846185 1.835549 -8.801782 0.04 -0.02 0.06 0.086
H 4.576080 1.491273 -7.629650 0.02 -0.03 -0.01 0.080
H 7.596411 2.067177 -6.801072 -0.01 -0.01 -0.01 0.086
H 6.317849 1.704252 -5.653205 0.00 -0.01 -0.01 0.084
H 7.211641 3.243000 -5.518068 0.00 -0.01 0.00 0.080
C -6.894733 -0.228348 2.575459 0.05 0.01 0.03 -0.018
C -6.088775 -1.487694 2.376962 -0.05 -0.06 -0.07 -0.493
O -5.086487 -1.710447 3.019161 0.04 0.07 0.04 0.047
C -6.595335 -2.459788 1.342282 0.04 -0.03 0.02 -0.016
H -6.439988 0.391407 3.344301 -0.01 0.00 0.00 0.078
H -6.954577 0.329365 1.639102 0.00 -0.01 -0.01 0.089
H -7.916929 -0.480779 2.862973 0.00 -0.01 -0.01 0.088
H -6.644779 -1.973245 0.366272 -0.01 0.01 0.00 0.088
H -7.609530 -2.777412 1.592315 -0.01 0.01 0.00 0.091
H -5.945426 -3.329945 1.291725 -0.01 0.00 0.00 0.080
C -5.995554 11.285961 3.143851 -0.02 -0.02 0.08 -0.023
C -4.703997 10.662767 3.612365 0.01 0.02 -0.06 -0.511
O -4.602540 10.139116 4.696853 0.00 -0.04 -0.02 0.062
C -3.536473 10.721764 2.654234 0.03 -0.05 0.09 -0.030
H -6.754766 11.181817 3.914572 0.00 0.01 -0.01 0.083
H -5.842886 12.342722 2.917585 0.01 0.00 -0.02 0.086
H -6.334053 10.803647 2.224933 0.02 0.01 -0.01 0.086
H -3.298630 11.758302 2.409878 -0.03 0.00 -0.02 0.084
H -3.787277 10.213112 1.721363 -0.02 0.03 -0.01 0.085
H -2.672102 10.247478 3.113047 0.02 0.01 -0.03 0.074
C -3.769501 -6.811084 4.158364 -0.03 -0.03 -0.05 -0.023
C -4.914937 -5.944424 3.687617 0.06 0.02 0.05 -0.501
O -5.592204 -6.250600 2.735389 0.00 0.01 -0.02 0.070
C -5.159056 -4.672511 4.461025 -0.09 -0.01 -0.07 -0.023
H -3.685990 -7.691114 3.525839 0.01 0.00 0.01 0.082
H -2.837609 -6.242581 4.126748 0.00 0.01 0.00 0.075
H -3.929254 -7.113435 5.194974 0.00 0.01 0.01 0.084
H -4.275480 -4.033640 4.422065 0.00 0.01 0.02 0.075
H -5.369990 -4.895094 5.508733 0.05 -0.03 0.01 0.087
H -5.996430 -4.137374 4.022823 0.00 0.02 0.03 0.069
```
Positions in Å, forces in eV/Å.

Summary:
HOMO	-10.7208	eV
ΔE to the lowest compared entry with this formula, charge and spin	0.0	kJ/mol
largest force on an atom	0.56	eV/Å
charge	+1